[1]
Computed, not measured: C4H3Br3ClO2 as an isolated structure, with the ωB97M-V functional and the def2-TZVPD basis.

- energy above the lowest of the compared OMol25 structures with the same formula, charge and spin (kJ/mol) = 0.00
- HOMO energy (hartree) = -0.1636
- total charge = -1
- frontier orbital gap (eV) = 7.1671
- lowest unoccupied orbital energy (hartree) = 0.0998

Last column: Mulliken charge in e.
CARTESIAN COORDINATES (ANGSTROEM)
C  -1.97481  0.91968  0.08606  0.52
C  -0.74829  -0.23610  0.49850  -0.07
C  0.39892  0.32051  -0.28312  -0.71
C  1.47068  -0.72965  -0.24183  -0.36
O  -2.30263  0.77464  -1.06049  -0.65
O  -2.25839  1.64736  1.01041  -0.67
Cl  -1.31419  -1.76968  -0.28223  -0.22
Br  0.99987  2.06004  0.33415  0.00
Br  2.15328  -1.12040  1.55500  -0.09
Br  3.00197  -0.15991  -1.29099  -0.13
H  -0.89619  -0.35311  1.65231  0.41
H  0.13437  0.41587  -1.32073  0.47
H  1.33542  -1.76924  -0.65703  0.50


[2]
Computed, not measured: C3H4N2O3S as an isolated structure, with the ωB97M-V functional and the def2-TZVPD basis.

- energy above the lowest of the compared OMol25 structures with the same formula, charge and spin (kJ/mol) = 38.28
- HOMO energy (hartree) = -0.3841
- total charge = 0
- frontier orbital gap (eV) = 10.7079
- lowest unoccupied orbital energy (hartree) = 0.0094

Last column: Mulliken charge in e.
CARTESIAN COORDINATES (ANGSTROEM)
C  1.83372  -0.82267  0.99869  0.53
C  -0.46979  -0.59208  0.08392  0.43
C  0.10734  1.87331  0.42976  0.62
N  0.65584  -1.27023  0.39373  -0.16
N  -0.64088  0.79303  0.08977  -0.12
O  2.80097  -1.44569  1.33742  -0.47
O  -1.49273  -1.17522  -0.19332  -0.57
O  -0.10561  3.06556  0.41399  -0.48
S  1.78826  1.03967  1.03369  -0.28
H  0.59436  -2.27583  0.41578  0.26
H  -1.57584  1.01458  -0.05906  0.25
H  -1.65979  -0.47776  -2.40465  -0.06
H  -1.83583  0.27334  -2.53972  0.06


[3]
Computed, not measured: the molecule C9H15BrO2, with the ωB97M-V functional and the def2-TZVPD basis.

- energy above the lowest of the compared OMol25 structures with the same formula, charge and spin (kJ/mol) = 63.58
- HOMO energy (alpha / beta) (hartree) = -0.2434 / -0.2433
- total charge = 0
- frontier orbital gap (alpha / beta) (eV) = 7.0970 / 7.0893
- lowest unoccupied orbital energy (alpha / beta) (hartree) = 0.0174 / 0.0173

Last column: Mulliken charge in e.
CARTESIAN COORDINATES (ANGSTROEM)
C  -1.99223  1.38835  -0.28767  -0.91
C  0.46482  1.27314  0.57721  -0.83
C  -0.57995  1.96003  -0.30782  1.37
C  -1.09074  1.13037  -1.43162  -0.30
C  0.97304  -0.58363  -0.82429  0.54
C  -0.39106  3.45834  -0.40604  -1.75
C  0.19504  -3.42119  1.64195  -1.28
C  0.19288  -1.67178  -0.17476  -0.53
C  1.03823  -2.39960  0.88873  -0.24
O  1.39500  0.51995  -0.21045  -0.38
O  1.61068  -0.89198  -1.95209  -0.46
Br  -1.39723  1.82603  -3.18219  -0.21
H  -2.20106  0.57295  0.39689  0.13
H  -2.82617  2.07635  -0.37964  0.35
H  1.08169  2.01037  1.09165  0.42
H  -0.00637  0.61877  1.31673  0.33
H  -0.52366  3.92782  0.56932  0.36
H  -1.11834  3.88268  -1.09510  0.42
H  0.60628  3.69444  -0.77543  0.37
H  -0.65183  -2.93848  2.12666  0.34
H  0.79180  -3.91663  2.40437  0.38
H  -0.18743  -4.17732  0.95934  0.33
H  -0.70450  -1.27281  0.29799  0.05
H  -0.11020  -2.37193  -0.95098  0.51
H  1.87711  -2.90009  0.39940  0.30
H  1.44638  -1.66716  1.59024  0.30
H  2.10780  -0.12699  -2.28239  0.38